A molecular structure, C19H37BBe2Cl3F3N5NaO11S at a distorted geometry, computed with ωB97M-V/def2-TZVPD.

Last column: Löwdin charge in e.
Cartesian coordinates (Å):
O 3.85147 3.45508 4.83402  0.103
C 3.09874 3.30036 3.87747  -0.490
N 1.87242 2.52735 3.72532  0.074
C 2.13942 1.74157 2.46307  -0.303
C 0.85375 1.45372 1.58419  -0.020
B -0.43725 2.30057 2.06427  -0.557
O -0.86123 3.37223 1.24019  0.137
O -1.16959 2.03048 3.23127  0.143
C 3.31886 2.46405 1.66218  -0.103
C 3.25661 3.86862 2.40480  -0.560
Cl 4.65626 4.97530 2.12535  0.710
H 1.58328 1.93547 4.50356  0.156
H 2.50222 0.75903 2.91725  0.065
H 0.58696 0.35795 1.61383  0.094
H 1.07257 1.67379 0.51056  0.120
H -0.12992 3.97467 1.05062  0.089
H -1.09450 2.77355 3.84319  0.099
H 3.14369 2.68404 0.59232  0.137
H 4.19251 1.83425 1.95037  0.033
H 2.28688 4.34215 2.11562  0.122
O -0.30510 -4.53061 1.81777  0.045
C 0.45990 -3.58949 1.41148  -0.294
C 0.50995 -2.41117 2.50253  -0.236
O 1.31190 -1.39324 2.05918  -0.281
H 0.16335 -3.05338 0.42704  0.179
H 1.52106 -3.86792 1.19899  0.132
H 0.80793 -2.90312 3.43792  0.134
H -0.53586 -2.14793 2.71191  0.116
Be 3.01127 -1.44986 1.93194  0.677
C -1.52685 -5.53261 -0.79248  0.035
C -1.21778 -4.26109 -1.53219  -0.453
O -0.41276 -3.41457 -1.08600  0.029
N -1.82300 -4.04373 -2.69472  0.067
C -2.77878 -4.90055 -3.37862  -0.054
H -0.95530 -5.56614 0.13732  0.062
H -2.58747 -5.57374 -0.54499  0.108
H -1.24663 -6.39437 -1.39921  0.112
H -1.56636 -3.16873 -3.13357  0.149
H -2.37299 -5.15309 -4.35554  0.080
H -3.70259 -4.34190 -3.51239  0.079
H -2.98404 -5.81279 -2.82657  0.088
Na 1.60459 5.01865 4.87521  0.767
C -4.75973 -0.71250 -4.27894  -0.063
C -4.00268 -1.79391 -4.90268  -0.249
N -3.41211 -2.64819 -5.39345  0.163
H -4.27980 0.25305 -4.44085  0.083
H -5.76920 -0.64925 -4.68578  0.090
H -4.84901 -0.85901 -3.20192  0.080
C 7.08050 5.31325 -2.64748  -0.019
C 5.66091 5.59365 -2.22944  -0.507
O 4.72128 5.26492 -2.91908  0.067
C 5.45151 6.30112 -0.91442  -0.054
H 7.07916 4.80192 -3.60912  0.087
H 7.63101 6.24998 -2.74912  0.092
H 7.56699 4.67219 -1.90958  0.084
H 5.92932 7.28198 -0.93742  0.093
H 5.86483 5.70156 -0.10426  0.020
H 4.38332 6.43580 -0.74335  0.072
C -0.28384 8.04610 2.44565  -0.675
O -0.06858 6.99790 3.06208  -0.034
N -0.16348 9.26582 3.02160  0.172
N -0.65964 8.05808 1.14447  0.173
H -0.33483 10.12908 2.53974  0.112
H 0.11175 9.29478 3.98666  0.111
H -0.76169 7.17093 0.68610  0.107
H -0.84113 8.89679 0.62453  0.113
Cl -1.85832 -5.07627 6.84228  0.543
C -2.78930 -5.58769 5.41244  -0.654
C -2.42226 -4.78934 4.18381  -0.671
Cl -2.95944 -3.09062 4.29660  0.547
H -3.84853 -5.49721 5.64730  0.074
H -2.56496 -6.64128 5.24699  0.078
H -2.90931 -5.21515 3.30673  0.075
H -1.34812 -4.79241 4.01075  0.039
C -4.30139 -5.95787 -8.14342  -0.666
F -4.19394 -4.65779 -7.83950  0.113
F -5.23353 -6.05883 -9.09516  0.139
F -3.13868 -6.32522 -8.69589  0.132
S -4.71503 -6.98007 -6.66141  0.513
O -5.98428 -6.46157 -6.18357  -0.219
O -3.61644 -6.76069 -5.73193  -0.244
O -4.79395 -8.34354 -7.14819  -0.204
Be 5.28503 -0.16334 3.14371  0.695

Electronic energy: -4141.780821 hartree
Lowest unoccupied orbital energy: -0.3613 Eh
Total charge: +2
2S+1: 1
Orbital gap: 1.31 eV


A molecular structure, C14H13ClNO8PtS, computed with ωB97M-V/def2-TZVPD.

Last column: natural (NBO) charge in e.
Cartesian coordinates (Å):
Pt 1.71642 0.31528 0.17510  0.870
O 1.78499 -0.54906 1.98072  -0.539
N 2.57160 -1.63297 2.02568  0.008
C 2.34092 -2.47316 3.05353  0.044
C 3.12016 -3.57803 3.24701  -0.281
C 4.16021 -3.82624 2.34374  -0.177
C 4.35767 -2.97217 1.29174  -0.231
C 3.53471 -1.84925 1.09861  0.036
S 3.67884 -0.75084 -0.20683  -0.083
H 1.50099 -2.18603 3.66678  0.237
H 2.90580 -4.24148 4.07108  0.222
H 4.79028 -4.69795 2.46107  0.214
H 5.13062 -3.14686 0.55692  0.228
C -4.53500 2.76092 1.64454  -0.253
O -4.39180 2.79156 0.23930  -0.496
C -3.17536 2.44776 -0.26644  0.352
C -3.09213 2.46471 -1.67567  -0.336
C -1.91642 2.10625 -2.26247  -0.092
C -0.77309 1.72261 -1.52189  -0.362
C 0.42687 1.37464 -2.22231  0.620
C 0.48769 1.48850 -3.72378  -0.699
O 1.49072 0.95951 -1.71036  -0.599
C -0.86450 1.71865 -0.09528  0.566
O 0.10201 1.43877 0.70191  -0.727
C -2.09921 2.09457 0.50157  -0.416
H -5.55707 3.06894 1.85196  0.187
H -3.84028 3.45177 2.12953  0.175
H -4.36930 1.75455 2.03677  0.185
H -3.96338 2.73998 -2.25295  0.214
H -1.86571 2.10707 -3.34215  0.204
H -0.27537 0.85135 -4.17011  0.245
H 1.46559 1.14592 -4.04968  0.235
H 0.32521 2.51608 -4.05199  0.217
H -2.13491 2.05138 1.57930  0.222
O -1.19228 -3.59303 -1.26622  -0.876
Cl -0.61049 -2.29497 -1.01800  2.544
O -1.21342 -1.70263 0.15298  -0.875
O -0.83705 -1.43600 -2.16450  -0.894
O 0.81547 -2.44008 -0.80920  -0.890

Energy above the lowest of the compared OMol25 structures with the same formula, charge and spin: 0.00 kJ/mol
Electronic energy: -2175.463918 hartree
Lowest unoccupied orbital energy: 0.0991 Eh
Total charge: -1
2S+1: 1
Orbital gap: 7.39 eV


A molecular structure, C4H10N2O2P at a distorted geometry, computed with ωB97M-V/def2-TZVPD.

Last column: natural (NBO) charge in e.
Cartesian coordinates (Å):
C 2.52775 0.19008 0.05076  0.726
C -0.70883 0.95271 0.72550  -0.174
C -1.82584 1.45067 -0.05912  -0.728
C -0.97674 -1.80047 0.49604  -1.025
N 1.74243 0.99343 -0.67427  -0.706
N 1.59585 -0.87774 0.46817  -0.970
O 3.70884 0.18944 0.16603  -0.463
O -0.09259 -0.57870 -1.59833  -0.986
P 0.12229 -0.44634 -0.06469  2.010
H -0.58671 1.29962 1.67953  0.233
H -1.40138 2.11767 -0.82861  0.299
H -2.44488 2.02921 0.58953  0.266
H -2.27073 0.55951 -0.58351  0.267
H -1.08538 -1.82361 1.54929  0.259
H -0.63448 -2.86143 0.20249  0.295
H -2.02561 -1.68214 0.17987  0.272
H 2.15498 1.81683 -1.15494  0.421
H 1.77334 -1.42393 1.20313  0.432
H 0.42771 -0.10482 -2.34685  0.573

Energy above the lowest of the compared OMol25 structures with the same formula, charge and spin: 352.56 kJ/mol
Electronic energy: -759.418459 hartree
Lowest unoccupied orbital energy (spin up / spin down): -0.2229 / -0.2788 Eh
Total charge: +1
2S+1: 1
Orbital gap (spin up / spin down): 8.67 / 5.73 eV


A molecular structure, C29H77AgMnN7O10 at a distorted geometry, computed with ωB97M-V/def2-TZVPD.

Last column: Mulliken spin population.
Cartesian coordinates (Å):
Ag -0.66286 3.30145 0.97499  0.306
Mn 1.70352 1.85515 -2.28492  4.892
C 0.80101 1.19446 0.04045  -0.011
O 0.07413 1.13688 1.09798  0.426
O 1.18143 2.36743 -0.29737  0.115
O 1.05925 0.30341 -0.79598  0.033
C 3.19071 1.13165 -5.87883  0.012
C 3.03690 -0.01730 -4.90102  0.028
C 4.40169 -0.42592 -4.34457  -0.003
O 4.45035 -1.72951 -3.81032  0.000
C 4.24419 -2.74310 -4.75410  0.000
N 2.01919 0.34791 -3.81833  0.039
H 3.70155 0.75178 -6.76429  -0.001
H 3.76018 1.98167 -5.49587  -0.004
H 2.21998 1.53732 -6.17282  -0.003
H 2.55895 -0.89263 -5.34456  0.000
H 4.61312 0.27847 -3.53363  0.004
H 5.24600 -0.23123 -5.01190  0.001
H 4.74109 -3.65486 -4.41165  0.000
H 4.69622 -2.63556 -5.74950  0.000
H 3.17739 -2.94692 -4.89477  0.000
H 1.17346 0.13083 -4.34882  0.015
H 2.07669 -0.53202 -3.24690  -0.035
C -0.73047 3.60349 5.47296  0.003
C -1.15266 3.60719 4.00097  -0.008
C -1.95127 4.81527 3.51455  0.011
O -1.97920 4.89789 2.09216  0.000
C -2.79460 5.96727 1.63939  -0.001
N 0.07227 3.52986 3.11942  0.070
H -0.55421 2.55083 5.70470  0.000
H -1.57645 3.83153 6.12665  0.001
H 0.11766 4.22905 5.73954  0.000
H -1.59313 2.62509 3.81446  -0.002
H -1.66320 5.77832 3.94576  0.001
H -2.99111 4.65450 3.83171  0.001
H -2.40411 6.95028 1.95081  -0.001
H -3.71803 6.03749 2.22773  0.001
H -2.87217 5.95636 0.56110  0.003
H 0.44516 2.58116 3.13722  -0.001
H 0.77435 4.09842 3.58880  -0.002
C -0.13192 -2.90614 2.64449  0.001
C -0.97009 -1.81561 3.33679  -0.003
C -0.14448 -0.96373 4.28661  0.004
O 0.05556 -1.63396 5.50245  0.000
C 0.49500 -0.75688 6.51901  0.000
N -1.69382 -0.97910 2.36452  0.027
H 0.44034 -3.51022 3.35457  -0.001
H 0.68040 -2.44251 2.06894  0.000
H -0.69276 -3.57198 1.99160  0.001
H -1.78745 -2.32504 3.85352  0.001
H -0.75734 -0.06318 4.44544  -0.001
H 0.83434 -0.74636 3.83686  0.000
H 0.48243 -1.30231 7.46285  0.000
H -0.25144 0.01452 6.75393  0.000
H 1.47150 -0.34768 6.26362  0.000
H -2.10647 -1.54462 1.62781  -0.005
H -0.98276 -0.44238 1.86756  -0.005
C 4.63623 5.15352 -2.53506  0.001
C 3.99896 3.80657 -2.63815  0.043
C 4.48271 2.77875 -1.59612  -0.026
O 3.83209 1.55877 -1.80780  -0.066
C 4.32093 0.52530 -0.93039  0.031
N 2.50990 3.91372 -2.40781  0.021
H 4.22307 5.86356 -3.25539  0.000
H 5.71611 5.19326 -2.72044  0.001
H 4.64582 5.67701 -1.57181  0.000
H 3.98134 3.37400 -3.64293  -0.007
H 4.25910 3.24605 -0.62259  -0.002
H 5.57698 2.76739 -1.57065  0.001
H 3.80940 -0.39754 -1.19828  -0.013
H 4.13782 0.82361 0.10149  0.007
H 5.38093 0.31788 -1.08496  0.002
H 2.18528 4.51489 -3.16446  0.012
H 2.40181 4.45653 -1.55006  0.004
C -0.18647 -3.45059 -3.27589  0.000
C 0.83430 -3.33271 -2.15337  -0.001
C 1.72685 -4.56094 -1.93442  0.000
O 2.71779 -4.14764 -0.97227  0.000
C 3.94262 -4.83589 -1.05922  0.000
N 1.59916 -2.06430 -2.23522  -0.009
H -0.70714 -4.40694 -3.20364  0.000
H 0.34274 -3.48721 -4.23459  0.000
H -0.87880 -2.61301 -3.32257  0.000
H 0.31667 -3.23526 -1.18729  0.000
H 2.29053 -4.97739 -2.77417  0.000
H 1.13513 -5.36117 -1.48567  0.000
H 4.50730 -4.63244 -0.15052  0.000
H 4.51563 -4.47147 -1.92108  0.000
H 3.87958 -5.92283 -1.16462  0.000
H 1.15966 -1.34363 -1.68012  0.012
H 2.35830 -2.33912 -1.59673  -0.002
C -4.81329 3.28133 0.42830  -0.001
C -4.08682 2.57370 1.57567  -0.004
C -4.92819 1.40204 2.10949  0.007
O -5.09300 0.46393 1.05448  0.000
C -5.85997 -0.64441 1.52467  -0.001
N -2.81399 2.03229 1.02810  0.075
H -4.23639 4.10849 0.02074  0.002
H -5.78063 3.65267 0.77295  0.000
H -5.07795 2.57325 -0.35901  -0.001
H -3.82469 3.29805 2.34555  -0.001
H -5.93351 1.68527 2.43359  0.001
H -4.39036 1.04138 2.99693  0.000
H -6.84372 -0.36796 1.90422  0.000
H -5.23443 -1.27540 2.15955  0.000
H -6.06754 -1.25399 0.63821  0.000
H -3.20913 1.38101 0.34191  0.000
H -2.42658 1.40269 1.74033  0.007
C -2.41411 -5.55450 -0.35535  0.000
C -3.22203 -4.64308 0.56190  0.000
C -3.52370 -3.27681 -0.05953  0.000
O -2.31899 -2.71095 -0.53731  -0.001
C -2.53639 -1.36947 -0.93477  0.002
N -4.45800 -5.28782 0.98035  0.000
H -2.85100 -5.76874 -1.32946  0.000
H -2.10451 -6.42180 0.22642  0.000
H -1.49907 -5.01227 -0.61996  0.000
H -2.61395 -4.48440 1.46457  0.000
H -3.99499 -2.66112 0.72278  0.000
H -4.30532 -3.32117 -0.82634  0.000
H -3.19995 -0.85389 -0.23765  -0.001
H -3.02691 -1.39378 -1.92138  0.000
H -1.60996 -0.85477 -1.19810  -0.002
H -4.31603 -6.24967 1.24963  0.000
H -4.87124 -4.76702 1.74356  0.000

Energy above the lowest of the compared OMol25 structures with the same formula, charge and spin: 0.00 kJ/mol
Electronic energy: -3584.194715 hartree
Lowest unoccupied orbital energy (spin up / spin down): -0.1895 / -0.3223 Eh
Total charge: +2
<S²>: 12.01
2S+1: 7
Orbital gap (spin up / spin down): 7.25 / 3.64 eV